# C13H21B4F9O11

A cluster of 4 separate species, C13H21B4F9O11 in total (ωB97M-V/def2-TZVPD, the Open Molecules 2025 dataset).

Values from the calculation:
**HOMO**: -0.4139 Eh
**Largest force on an atom**: 0.8 eV/Å
**Relative energy (zero: lowest compared OMol25 entry of this formula, charge and spin)**: 0.0 kJ/mol
**E_tot**: -63518.2545 eV
**Structure (SMILES)**: CCOC(=O)C(F)(F)F.CCOC(=O)C(F)(F)F.CCOC(=O)C(F)(F)F.OB(O)CB1OBOBO1
**Lowest unoccupied orbital energy**: 0.2 eV

Positions of all 58 atoms, in Å:
F 4.716 5.191 7.755
F -0.453 -2.671 1.167
F 1.055 -6.942 -1.792
F -1.529 -1.461 -0.267
F 3.908 3.228 8.173
F 0.275 -0.699 0.642
F 5.011 3.583 6.343
F 1.581 -5.695 -3.474
F 1.800 -7.846 -3.611
O 2.267 5.554 6.729
O -1.321 2.596 1.970
O -5.039 4.053 -0.873
O -0.463 -6.606 -4.908
O 2.416 3.529 5.734
O 1.778 -2.491 -0.643
O -1.303 -7.419 -2.972
O -3.369 3.420 -2.396
O -0.836 3.840 0.015
O -0.007 -2.829 -1.991
O -2.177 4.798 1.687
C 0.504 -2.435 -0.983
C 2.665 -3.092 -1.624
C -0.318 -1.797 0.164
C -0.412 -6.996 -3.648
C -2.601 -5.465 -5.182
C -1.768 -6.672 -5.541
C 1.157 3.741 5.044
C -2.804 5.324 -0.753
C 4.149 4.125 7.207
C 1.353 4.581 3.805
C 2.818 4.514 6.517
C 1.036 -6.864 -3.117
C 3.066 -2.090 -2.680
B -2.056 3.662 2.450
B -3.771 4.226 -1.357
B -1.898 4.677 0.326
B -0.792 2.644 0.692
H 3.781 -2.552 -3.362
H -3.544 -5.501 -5.728
H -2.183 5.710 -1.566
H 0.453 4.199 5.737
H 0.814 2.738 4.801
H 0.407 4.661 3.268
H 2.168 -3.955 -2.057
H -2.821 -5.446 -4.116
H -2.250 -7.602 -5.243
H -2.080 -4.546 -5.450
H 1.686 5.588 4.054
H -2.579 3.587 3.513
H -1.543 -6.711 -6.604
H -0.379 1.666 0.172
H 3.521 -3.428 -1.044
H 2.202 -1.765 -3.258
H -5.249 4.606 -0.117
H 3.535 -1.217 -2.226
H 2.087 4.125 3.142
H -3.293 2.481 -2.223
H -3.368 6.146 -0.303